(1)
Density functional theory data (wB97M-V/def2-TZVPD) for a structure of composition C23H44Cl3CrN4O3SSi.

```
80
Properties=species:S:1:pos:R:3:mulliken_spin:R:1
C -2.04796 -1.83399 -4.75098 0.00
C -1.22485 -2.18200 -3.52074 0.00
H -1.40890 -1.89516 -5.64852 0.00
H -2.41555 -0.81183 -4.67380 0.00
H -2.91366 -2.50240 -4.88904 0.00
C -0.50685 -3.36488 -3.60720 0.00
C -0.61334 -4.38946 -4.68764 0.00
H 0.14003 -3.64659 -2.78881 0.00
H -0.21374 -4.08415 -5.67226 0.00
H -1.64066 -4.75686 -4.87930 0.00
H -0.01443 -5.26333 -4.37549 0.00
Cr -1.04540 0.92037 1.98518 3.81
Cl -2.46779 1.51024 3.55178 0.05
Cl -0.19010 4.64920 -3.05316 0.00
H 1.37137 5.36871 3.11082 0.00
H -1.14596 6.37098 2.63947 0.00
C 1.33136 5.13505 2.03342 0.00
C -0.94548 6.03921 1.61192 0.00
N -0.03573 4.90659 1.57707 0.00
H 1.94952 4.25269 1.84219 0.00
C -0.52657 3.67239 1.44103 0.03
O 0.16396 2.63513 1.67503 0.00
H -1.89066 5.74582 1.15340 0.00
H -1.57343 3.61448 1.08457 0.00
H 1.74263 5.98792 1.48192 0.00
H -0.51068 6.87443 1.06280 0.00
H 1.70084 -0.79833 -3.51885 0.00
H 3.32838 -3.54911 -1.94124 0.00
C 2.78201 -0.90212 -3.35064 0.00
C 3.91283 -2.61680 -1.93208 0.00
N 3.03015 -1.46166 -2.02692 0.00
H 3.26631 0.08200 -3.47272 0.00
C 2.61006 -0.81218 -0.90051 0.00
O 1.72600 0.03998 -0.87197 0.01
H 4.46909 -2.56376 -0.98880 0.00
H 3.12997 -1.16935 0.01134 0.00
H 3.18860 -1.59927 -4.09661 0.00
H 4.60001 -2.63231 -2.78460 0.00
O -0.71956 -0.78558 -2.82107 0.00
C -1.58324 -1.62978 -2.12328 0.00
C 0.15815 -2.81814 -0.68383 -0.02
C -1.13431 -2.30883 -0.84788 0.00
H 0.95909 -2.49220 -1.36311 0.00
C 0.44952 -3.72570 0.35072 0.02
H -2.61527 -1.25219 -2.11481 0.00
C -2.02673 -2.48187 0.23909 0.00
H 1.37055 -4.31403 0.31506 0.00
C -0.40971 -3.83303 1.44496 0.00
C -1.67178 -3.21808 1.35935 0.02
H -3.01972 -2.03875 0.19495 0.00
H -0.11856 -4.41899 2.33378 0.00
H -2.37942 -3.32881 2.18680 0.00
Si -0.34956 2.69964 -3.83854 0.00
Cl -2.26016 0.51033 0.38524 0.03
C 1.14011 1.79375 -3.26883 0.00
C -1.86497 2.09507 -2.89730 -0.01
C -0.34732 3.13958 -5.68819 0.00
H 0.88338 1.12076 -2.44364 0.00
H 1.90645 2.48495 -2.90646 0.00
H 1.52178 1.23236 -4.12188 0.00
H 0.54743 2.71633 -6.15739 0.00
H -0.28478 4.22882 -5.81562 0.00
H -1.22793 2.79213 -6.23752 0.00
H -1.59082 2.03937 -1.82808 0.01
H -2.18017 1.09033 -3.21334 0.00
H -2.70596 2.79939 -2.98624 0.00
C 0.22082 1.03200 5.17479 0.01
N 0.32075 0.62039 3.76521 -0.02
C 0.38713 -0.70545 3.39104 0.00
S 0.41990 -0.90105 1.70516 0.04
N 0.23180 -1.68709 4.30938 0.00
C -1.11407 -1.84258 4.89819 0.03
H 0.83192 0.35154 5.76980 0.00
H -0.82697 1.02490 5.46867 0.00
H 0.59150 2.05513 5.22133 0.00
H 1.02293 1.16705 3.25557 0.00
H 0.63517 -2.59610 4.06258 0.00
H -1.39794 -2.89996 4.86284 0.00
H -1.08667 -1.49400 5.93617 0.00
H -1.85021 -1.25127 4.33136 0.00
```

multiplicity = 5
strongest force on any atom = 3.8 eV/A
gap between HOMO and LUMO (alpha / beta) = 3.363 / 3.328 eV
charge = -1



(2)
Density functional theory data (wB97M-V/def2-TZVPD) for the ion C2H7N2O2 with charge +1.

```
13
Properties=species:S:1:pos:R:3:mulliken_charge:R:1
C 1.12012 0.92855 -1.68185 -0.59
O 0.32405 0.31772 -0.74164 -0.20
N 0.67191 0.05936 0.60280 0.07
N -0.29326 -0.44490 1.34842 0.69
C -1.54877 -0.75697 0.80870 -0.70
O -0.13772 -0.59333 2.54449 -0.48
H 0.48993 1.67166 -2.17199 0.26
H 1.46870 0.25963 -2.36595 0.31
H 1.97613 1.47549 -1.23181 0.32
H 1.55789 -0.20492 1.05297 0.30
H -2.15978 -1.03121 1.61581 0.37
H -1.46761 -1.64076 0.21054 0.37
H -2.00160 -0.04032 0.00952 0.29
```

multiplicity = 1
strongest force on any atom = 4.7 eV/A
gap between HOMO and LUMO (alpha / beta) = 9.323 / 9.323 eV
charge = +1
SMILES = CON[N+](C)=O



(3)
Density functional theory data (wB97M-V/def2-TZVPD) for a structure of composition C10H14BBrHgN6.

```
33
Properties=species:S:1:pos:R:3:mulliken_charge:R:1
C 2.90683 -0.19769 -0.02478 0.16
N 1.64564 -0.26949 -0.48407 -0.32
N 1.67643 0.11484 -1.80627 0.15
C 2.96061 0.34290 -2.17764 -0.18
C 3.77449 0.16876 -1.06439 -0.91
B 0.44492 0.24253 -2.75100 0.20
N -0.57366 -0.88099 -2.42627 0.07
N -0.83666 -1.25607 -1.11905 -0.13
C -1.68392 -2.29480 -1.19785 0.00
C -1.96402 -2.61121 -2.54369 -0.84
C -1.24761 -1.67923 -3.29503 -0.18
Hg 0.66713 -1.54820 1.65233 1.00
N -0.20993 1.65770 -2.64826 0.52
N -0.72356 2.11007 -1.45985 -0.61
C -1.13141 3.37308 -1.65207 -0.24
C -0.91390 3.74065 -3.00781 -0.38
C -0.33546 2.61246 -3.60047 -0.14
H -1.55654 3.98631 -0.85825 0.45
H 0.00397 2.41998 -4.60781 0.45
H -1.13809 4.68270 -3.46790 0.44
H 0.82026 0.17293 -3.88710 -0.08
H -1.15975 -1.52111 -4.36559 0.48
H 3.18805 0.61248 -3.19572 0.47
H -2.56682 -3.41997 -2.91092 0.44
H 4.83686 0.28337 -1.00691 0.43
H -2.08354 -2.77482 -0.31389 0.40
H 3.12864 -0.39702 1.01347 0.45
H -1.65359 -0.78063 1.27340 0.18
C -1.76860 -1.50750 2.08820 -1.03
H -2.67041 -2.09386 1.86843 0.36
H -0.94014 -2.29876 2.17775 0.29
H -1.90505 -0.97049 3.02936 0.37
Br 1.20844 0.54816 3.19643 -0.27
```

multiplicity = 1
strongest force on any atom = 3.1 eV/A
gap between HOMO and LUMO (alpha / beta) = 3.405 / 3.381 eV
charge = +2



(4)
Density functional theory data (wB97M-V/def2-TZVPD) for the molecule C6H12.

```
18
Properties=species:S:1:pos:R:3:mulliken_charge:R:1
C -2.13462 -1.96001 -0.40921 -1.24
C -0.84002 -1.16653 -0.52931 0.04
C -0.51629 0.01219 -0.08831 -0.25
C 0.79369 0.73493 -0.16260 0.42
C 1.91651 0.00816 0.59297 -1.18
C 0.64834 2.21726 0.31629 -1.37
H -1.92789 -2.66727 0.28654 0.35
H -2.69547 -2.11712 -1.34006 0.33
H -2.86547 -1.22561 0.04082 0.29
H -0.05842 -1.91771 -1.08876 0.21
H -1.30703 0.67802 0.54477 0.10
H 1.02915 0.84921 -1.08405 0.38
H 3.02579 0.50055 0.62469 0.29
H 1.96783 -1.05396 0.50216 0.36
H 1.73372 0.18329 1.71643 0.29
H 1.69478 2.55324 0.39246 0.39
H 0.44921 2.25431 1.46622 0.33
H -0.25192 2.88706 -0.38025 0.27
```

multiplicity = 1
strongest force on any atom = 6.7 eV/A
gap between HOMO and LUMO = 10.685 eV
SMILES = C/C=C/C(C)C



(5)
Density functional theory data (wB97M-V/def2-TZVPD) for a cluster of 7 separate species, C7H28N14O7 in total.

```
56
Properties=species:S:1:pos:R:3:mulliken_charge:R:1
N 2.40517 -2.08379 6.62498 -0.47
C 3.63887 -2.46216 6.73695 0.57
N 3.67082 -3.11215 7.82619 -0.40
O 4.55294 -2.29700 5.92209 -0.67
H 2.32556 -1.67569 5.70453 0.26
H 1.90067 -2.76304 7.17653 0.26
H 4.51104 -3.51423 8.21666 0.23
H 2.90079 -2.72462 8.35248 0.23
N 1.80620 -5.80196 -6.41978 -0.38
C 1.46990 -5.06041 -7.46223 0.64
N 1.32050 -3.83006 -7.17723 -0.37
O 1.12505 -5.56006 -8.48086 -0.63
H 1.79230 -5.36453 -5.50952 0.14
H 1.91168 -6.80616 -6.44310 0.20
H 1.16071 -3.24906 -7.98780 0.22
H 1.47951 -3.46568 -6.24877 0.18
N 1.10716 1.29823 -1.14369 -0.41
C 0.83899 1.90531 -0.01308 0.57
N -0.10696 2.79503 -0.16686 -0.37
O 1.29891 1.70347 1.05596 -0.60
H 1.88430 0.65365 -1.16957 0.24
H 0.99860 1.87382 -1.96650 0.20
H -0.58385 3.24504 0.60135 0.21
H -0.17247 3.19658 -1.09129 0.15
N 4.63562 -4.79752 1.15342 -0.40
C 3.81698 -4.26750 0.30091 0.67
N 2.63688 -4.09798 0.88527 -0.39
O 3.91442 -4.36502 -0.92924 -0.67
H 5.52670 -5.11355 0.79820 0.22
H 4.43322 -4.54759 2.11085 0.19
H 2.47906 -4.38171 1.84166 0.16
H 1.87175 -3.75580 0.32170 0.20
N -4.77967 -1.77048 3.41561 -0.38
C -3.78503 -1.74283 4.30762 0.65
N -2.76417 -1.13167 3.80217 -0.39
O -3.75281 -2.26196 5.41411 -0.65
H -5.64981 -2.22631 3.65049 0.21
H -4.57830 -1.32038 2.53415 0.16
H -2.76715 -1.09612 2.79280 0.18
H -1.96756 -1.17736 4.42137 0.23
N -3.39923 8.66666 4.79363 -0.47
C -3.11120 7.81002 3.77136 0.60
N -2.89525 8.56093 2.78654 -0.33
O -3.24368 6.60248 3.77668 -0.63
H -2.92373 9.55362 4.87901 0.18
H -3.65240 8.21108 5.65876 0.21
H -2.80158 9.55043 2.96607 0.19
H -3.14069 8.14670 1.89870 0.23
N -1.51427 2.76659 -8.91528 -0.41
C -1.90000 2.81356 -7.69070 0.70
N -3.11177 3.21336 -7.50762 -0.40
O -1.12898 2.73960 -6.73293 -0.70
H -2.13077 3.04589 -9.66497 0.18
H -0.50974 2.66314 -8.93328 0.24
H -3.69904 3.41785 -8.30349 0.16
H -3.34418 3.39130 -6.54097 0.22
```

multiplicity = 1
strongest force on any atom = 7.3 eV/A
gap between HOMO and LUMO = 9.715 eV
SMILES = NC(N)=O.NC(N)=O.NC(N)=O.NC(N)=O.NC(N)=O.NC(N)=O.NC(N)=O



(6)
Density functional theory data (wB97M-V/def2-TZVPD) for a structure of composition F12LiN6O24S12.

```
55
Properties=species:S:1:pos:R:3:mulliken_spin:R:1
Li -2.12861 12.68473 -18.80114 0.00
N -0.64270 12.23500 -20.19872 0.00
S -0.85014 10.85942 -20.89887 0.00
O -1.69016 9.92860 -20.07946 0.00
O -0.00958 10.17620 -21.83815 0.00
F -1.81500 11.44830 -22.03896 0.00
S 0.95848 11.56540 -19.77643 0.00
O 2.01418 11.86207 -20.68186 0.00
O 1.03317 10.40710 -18.89504 0.00
F 1.29556 12.66053 -18.69799 0.00
N -1.36374 10.63082 -14.49573 0.00
S -0.75684 10.46146 -16.12080 0.00
O -1.23990 11.50467 -17.01159 0.00
O -0.38883 9.14994 -16.67644 0.00
F 0.77786 11.03676 -15.83694 0.00
S -2.64066 9.86796 -14.94921 0.00
O -2.62850 8.42191 -14.78430 0.00
O -3.42494 10.35455 -16.05713 0.00
F -3.52033 10.28155 -13.74559 0.00
N -6.55924 10.36241 -19.25841 0.64
S -4.85799 10.08755 -19.06724 -0.03
O -4.59129 8.68361 -18.73158 0.08
O -3.99360 11.19596 -18.68977 0.04
F -4.66873 10.12914 -20.74646 0.00
S -6.83129 10.48495 -17.71259 -0.08
O -7.04964 11.90969 -17.42010 0.30
O -6.36122 9.62528 -16.65884 0.05
F -8.35032 9.96780 -17.92071 0.01
N 0.56170 15.61491 -20.93629 0.00
S -0.28591 16.35943 -19.57419 0.00
O 0.28907 17.46666 -18.88358 0.00
O -1.05949 15.45627 -18.74242 0.00
F -1.39755 17.08007 -20.42652 0.00
S 1.95675 15.71386 -20.27037 0.00
O 2.15462 14.97012 -19.01425 0.00
O 2.53578 17.04981 -20.42086 0.00
F 2.85829 14.85829 -21.25431 0.00
N -2.50650 14.01949 -14.45764 0.00
S -4.30635 14.08166 -14.50750 0.00
O -4.98188 13.04954 -15.23175 0.00
O -4.95094 15.36945 -14.33008 0.00
F -4.40310 13.45518 -13.05232 0.00
S -2.39876 14.74457 -15.75069 0.00
O -2.56668 16.20796 -15.70322 0.00
O -2.67236 14.03574 -16.99719 0.00
F -0.77221 14.60240 -15.73869 0.00
N -6.23461 13.75982 -20.17232 0.00
S -4.81815 14.16490 -20.54747 0.00
O -3.73377 13.67899 -19.75075 0.00
O -4.69355 15.44067 -21.23335 0.00
F -4.81327 13.10865 -21.72857 0.00
S -6.32852 14.92149 -18.87384 0.00
O -6.60986 16.33397 -19.30004 0.00
O -5.58000 14.79475 -17.67793 0.00
F -7.88510 14.57464 -18.46619 0.00
```

multiplicity = 2
strongest force on any atom = 9.8 eV/A
gap between HOMO and LUMO (alpha / beta) = 7.080 / 3.171 eV
charge = -4